1.
Formula: C36H28Cl5N5OS4Ti
Source: OMol25
Level of theory: ωB97M-V/def2-TZVPD

- net charge = 0
- strongest force on any atom (eV Å⁻¹) = 1.11
- gap between HOMO and LUMO (eV) = 6.709
- ΔE to the lowest compared entry with this formula, charge and spin (eV) = 0.577

```
80
C36H28Cl5N5OS4Ti, DFT ωB97M-V/def2-TZVPD
Ti -0.709 -0.386 -0.103
Cl -1.471 -5.146 -2.647
Cl -4.110 -1.423 1.594
Cl -4.410 -5.707 -1.672
Cl -5.697 -3.834 0.458
Cl 0.058 -2.628 -1.487
S 1.960 -2.980 3.075
S -1.882 1.357 0.919
S -0.563 -1.674 2.000
S 3.040 -1.134 -2.218
O 0.099 0.681 -1.426
N -2.534 0.086 -1.714
N 3.358 1.456 -3.025
N 1.944 -0.883 1.556
N 5.118 0.246 -3.293
N 1.238 0.058 0.787
C -5.042 -0.037 -2.939
C -4.915 0.602 -1.682
C -3.449 1.315 0.128
C 0.235 2.866 -2.254
C -6.005 1.210 -1.025
C 4.330 2.285 -3.549
C 6.006 -0.897 -3.295
C -2.244 -4.107 -1.518
C -1.471 -0.848 -3.722
C -1.605 -2.981 -1.027
C 2.088 -1.731 6.376
C -2.149 -2.067 -0.153
C 1.162 -1.707 2.142
C -3.930 -0.499 -3.563
C 1.849 3.567 -0.109
C -4.110 -3.500 -0.123
C -4.522 1.930 0.726
C -3.405 -2.388 0.341
C -5.803 1.873 0.153
C -3.540 -4.353 -1.070
C 5.430 1.528 -3.720
C 1.088 -1.771 5.410
C 2.289 -0.592 7.140
C 3.068 1.507 1.526
C 1.519 4.515 -1.057
C 1.838 1.207 0.722
C -2.661 -0.399 -2.929
C 0.902 -2.992 4.556
C 1.490 0.526 6.944
C 1.373 2.253 -0.194
C 0.546 1.910 -1.278
C 0.285 -0.649 5.225
C 3.834 0.193 -2.853
C -3.632 0.643 -1.106
C 0.711 4.157 -2.133
C 0.487 0.493 5.986
H 6.403 1.776 -4.104
H 1.209 -3.893 5.088
H -0.529 -0.649 -3.227
H 2.877 2.378 2.155
H 5.549 -1.718 -3.844
H 0.445 4.896 -2.879
H -6.630 2.353 0.658
H 2.489 3.854 0.714
H -4.377 2.444 1.667
H -0.146 1.359 5.833
H -1.545 -1.913 -3.954
H -1.476 -0.314 -4.676
H 1.645 1.416 7.541
H -0.136 -3.121 4.251
H 2.720 -2.600 6.526
H 3.351 0.671 2.152
H 3.890 1.758 0.854
H -6.019 -0.119 -3.399
H -0.406 2.569 -3.074
H 4.153 3.326 -3.751
H -0.502 -0.673 4.479
H 1.888 5.527 -0.962
H -3.981 -0.951 -4.545
H -6.988 1.156 -1.476
H 3.070 -0.577 7.890
H 2.426 1.725 -2.748
H 6.193 -1.230 -2.275
H 6.941 -0.605 -3.769
```



2.
Formula: C6H13N
Source: OMol25
Level of theory: ωB97M-V/def2-TZVPD

- net charge = 0
- strongest force on any atom (eV Å⁻¹) = 2.32
- structure (SMILES) = C/C=C(\C)CCN
- gap between HOMO and LUMO (eV) = 9.783
- ΔE to the lowest compared entry with this formula, charge and spin (eV) = 0.628

```
20
C6H13N, DFT ωB97M-V/def2-TZVPD
N 0.628 -2.046 -2.258
C -0.373 -1.012 -0.290
C 0.393 0.031 1.908
C -0.840 1.397 0.268
C -0.354 0.190 0.580
C -0.658 2.707 0.989
C 0.865 -1.063 -1.192
H -1.361 2.758 1.823
H 1.768 -1.224 -0.602
H -0.176 -0.713 2.477
H 0.365 2.885 1.312
H 1.353 -0.440 1.690
H -0.908 3.544 0.340
H -0.312 -1.875 0.389
H 1.029 -0.118 -1.714
H -1.352 1.443 -0.693
H -1.309 -1.118 -0.834
H 0.406 0.961 2.457
H 0.523 -2.991 -1.914
H 1.392 -2.047 -2.907
```



3.
Formula: C18H27ClN9O4
Source: OMol25
Level of theory: ωB97M-V/def2-TZVPD

- net charge = -1
- strongest force on any atom (eV Å⁻¹) = 1.77
- gap between HOMO and LUMO (eV) = 10.526
- ΔE to the lowest compared entry with this formula, charge and spin (eV) = 0.000

```
59
C18H27ClN9O4, DFT ωB97M-V/def2-TZVPD
Cl -0.553 -0.447 0.863
O 0.699 0.121 0.354
O -1.359 0.657 1.328
O -1.183 -1.152 -0.232
O -0.248 -1.330 1.946
N 3.156 -2.878 2.041
N -1.778 4.423 3.572
N 0.293 1.958 -4.729
N 4.393 -2.480 -1.084
N -6.169 2.070 -0.783
N -0.490 -1.351 -4.426
N -2.150 -6.199 1.914
N 2.120 4.769 -2.536
N 2.034 0.647 5.100
C -5.461 2.048 0.118
C -0.354 1.861 -3.785
C 3.884 -1.584 -1.591
C -0.681 -2.160 -3.637
C -0.964 -3.215 -2.659
C -2.430 -5.088 1.945
C -1.154 1.691 -2.572
C 2.033 3.797 -1.930
C 1.435 -3.332 0.138
C 3.172 -0.494 -2.244
C -4.523 1.986 1.245
C 3.118 0.944 2.734
C 2.370 -3.070 1.229
C 1.964 2.562 -1.169
C 0.035 3.692 1.849
C 2.507 0.748 4.050
C -0.981 4.100 2.816
C -2.791 -3.683 1.992
H 3.825 0.302 -2.582
H 3.751 1.825 2.830
H 2.345 1.061 1.975
H 1.321 -2.440 -0.479
H 2.492 -0.092 -1.487
H -2.205 -3.125 2.720
H 1.323 1.817 -1.627
H 0.984 3.640 2.383
H -3.879 2.859 1.131
H 2.957 2.190 -0.928
H 0.146 4.418 1.043
H 1.860 -4.172 -0.410
H -0.844 2.340 -1.756
H -2.041 -3.203 -2.494
H -1.085 0.621 -2.381
H -0.280 2.744 1.412
H -3.850 -3.529 2.198
H 1.508 2.689 -0.183
H -0.674 -4.189 -3.042
H -0.449 -2.974 -1.735
H 3.696 0.056 2.476
H 0.416 -3.499 0.485
H -3.946 1.068 1.183
H -2.627 -3.216 1.017
H -2.170 2.037 -2.769
H -5.051 2.066 2.190
H 2.535 -0.904 -3.027
```



4.
Formula: C30H24BIrN11
Source: OMol25
Level of theory: ωB97M-V/def2-TZVPD

- net charge = +2
- 2S+1 = 2
- strongest force on any atom (eV Å⁻¹) = 5.09
- ⟨S²⟩ = 0.8242
- gap between HOMO and LUMO (spin up / spin down) (eV) = 6.851 / 5.113
- ΔE to the lowest compared entry with this formula, charge and spin (eV) = 1.266

```
67
C30H24BIrN11, DFT ωB97M-V/def2-TZVPD
Ir 0.322 -0.225 0.912
N 2.388 -1.246 0.864
N 0.612 1.949 1.480
N -1.486 1.889 -0.648
N 0.073 -2.507 0.465
N -0.926 3.557 -2.882
N 0.351 2.990 0.664
N 1.036 0.510 -1.177
N -1.363 -1.101 2.214
N 0.857 1.800 -1.489
N -0.455 3.893 -1.666
N -1.516 0.610 -0.254
C -3.579 1.203 -0.835
C 2.307 0.978 -2.940
C -1.781 -4.134 0.214
C 4.764 -1.084 0.723
C -0.812 5.764 -2.802
C -3.260 -0.777 3.624
C -0.352 5.238 -1.610
C 1.077 3.825 2.588
C 3.515 -0.630 1.156
C -3.764 -3.812 1.546
C -2.766 0.176 -0.369
C -3.198 -2.653 2.121
C 2.405 -2.388 0.146
C -1.911 -2.222 1.704
C -1.156 -2.990 0.733
C 1.225 -4.248 -0.873
C -1.998 -0.417 3.144
C 1.155 -3.078 -0.100
C 1.622 2.111 -2.548
C -1.177 4.643 -3.565
C -3.874 -1.882 3.089
C 3.617 -4.093 -1.124
C -2.724 2.276 -0.996
C 1.897 -0.005 -2.047
C 0.626 4.129 1.320
C 2.426 -4.732 -1.376
C -3.056 -4.523 0.607
C 3.629 -2.913 -0.348
C 4.817 -2.213 -0.055
C 1.049 2.437 2.638
B -0.172 2.702 -0.762
H -4.865 -2.178 3.400
H 0.337 -4.793 -1.136
H -3.491 -5.403 0.158
H 1.378 4.513 3.349
H -2.944 3.271 -1.324
H 3.439 0.269 1.751
H 0.499 5.098 0.894
H -4.752 -4.121 1.848
H 5.657 -0.544 0.996
H -3.732 -0.185 4.392
H -1.306 -4.731 -0.542
H 4.546 -4.475 -1.517
H -4.630 1.165 -1.027
H 2.995 0.873 -3.752
H 0.029 5.777 -0.770
H -3.033 -0.834 -0.126
H 1.653 3.097 -2.964
H 1.320 1.789 3.449
H -1.499 0.462 3.528
H 5.754 -2.582 -0.444
H -0.840 6.792 -3.100
H 2.183 -1.038 -2.007
H 2.413 -5.627 -1.979
H -1.559 4.597 -4.563
```



5.
Formula: C24H61BBrIN5NbO9PS2
Source: OMol25
Level of theory: ωB97M-V/def2-TZVPD

- net charge = -1
- strongest force on any atom (eV Å⁻¹) = 3.53
- gap between HOMO and LUMO (eV) = 6.448
- ΔE to the lowest compared entry with this formula, charge and spin (eV) = 0.000

```
106
C24H61BBrIN5NbO9PS2, DFT ωB97M-V/def2-TZVPD
I 2.876 1.665 1.534
Nb -0.321 2.925 0.535
Br 1.786 4.303 -0.149
S 1.453 2.355 -3.333
S 1.112 5.184 3.271
P -0.611 4.653 2.502
O -3.829 4.793 -2.350
O 0.166 9.258 -3.638
O 5.257 -3.011 -1.016
O -1.563 4.084 3.687
O 5.429 -9.337 1.448
O -1.402 6.013 2.061
O -3.422 2.596 1.737
O -2.943 4.640 -0.279
O -5.406 -1.740 1.070
N 7.119 -8.906 -0.868
N -6.476 -3.356 3.223
N -0.164 7.356 -1.466
N 3.224 -2.187 0.892
N -0.036 1.637 -1.130
C 6.192 -7.868 -0.407
C -1.641 4.244 -0.776
C -0.966 7.251 -2.691
C 0.945 8.799 -4.722
C -4.711 -2.447 0.061
C -5.289 4.666 -0.444
C -7.167 -3.261 1.935
C -1.064 8.583 -3.442
C 5.039 -8.442 0.424
C -0.417 6.112 -3.546
C -3.953 4.699 -1.145
C -0.815 0.613 3.701
C -2.618 0.530 0.449
C -6.790 -1.993 1.159
C 0.778 1.952 -1.951
C 5.022 -4.246 -1.653
C 0.493 1.323 3.349
C -6.933 -4.553 1.157
C 4.335 -1.978 -1.330
C 0.737 1.355 1.841
C 6.985 -6.781 0.310
C 5.871 -8.734 2.647
C 3.019 -2.025 -0.549
C 2.052 -3.102 -1.034
B -2.410 1.995 1.014
H -5.480 -3.250 3.050
H -5.822 3.761 -0.726
H -1.988 6.984 -2.399
H -1.749 3.789 -1.761
H 7.412 -9.442 -0.056
H -2.625 0.561 -0.643
H 3.823 -2.995 1.039
H -5.155 4.706 0.632
H 2.346 -4.094 -0.687
H 7.589 -6.223 -0.405
H -1.644 1.322 3.620
H -7.289 -4.467 0.129
H -0.581 8.046 -0.847
H -1.036 5.146 -0.903
H -0.624 5.154 -3.080
H 7.668 -7.196 1.051
H -3.662 2.082 2.514
H 0.314 8.474 -5.556
H -7.205 -1.135 1.694
H -6.717 -2.552 3.795
H -7.468 -5.375 1.633
H -3.841 -1.853 -0.210
H 5.738 -7.414 -1.294
H 0.665 6.182 -3.663
H -5.330 -2.594 -0.831
H 1.564 9.633 -5.054
H 3.773 -1.397 1.223
H -1.577 8.448 -4.404
H -4.360 -3.418 0.422
H 4.401 -9.029 -0.241
H 1.605 7.977 -4.435
H -0.805 0.280 4.738
H -5.857 5.539 -0.760
H 0.521 2.308 3.812
H -8.240 -3.190 2.141
H 6.618 -9.575 -1.444
H -1.743 -0.067 0.719
H 1.304 0.760 3.824
H -1.884 4.820 4.224
H 6.321 -6.073 0.810
H -0.853 6.442 1.391
H -1.671 9.270 -2.844
H 0.544 0.367 1.422
H 6.942 -8.518 2.627
H -5.877 -4.821 1.135
H 0.738 7.752 -1.713
H -7.241 -2.000 0.157
H 4.622 -4.109 -2.664
H 4.336 -4.869 -1.070
H 4.847 -1.048 -1.073
H 1.992 -3.122 -2.124
H -3.526 0.075 0.848
H 4.419 -7.636 0.841
H -0.877 6.107 -4.537
H 2.536 -1.055 -0.701
H 5.323 -7.809 2.854
H -1.038 -0.209 3.020
H 4.149 -1.958 -2.412
H 5.977 -4.768 -1.723
H 1.054 -2.904 -0.645
H 5.682 -9.441 3.454
```



6.
Formula: C36H47N5P2Pd
Source: OMol25
Level of theory: ωB97M-V/def2-TZVPD

- net charge = +2
- 2S+1 = 5
- strongest force on any atom (eV Å⁻¹) = 3.09
- ⟨S²⟩ = 6.0392
- gap between HOMO and LUMO (spin up / spin down) (eV) = 4.411 / 2.996
- ΔE to the lowest compared entry with this formula, charge and spin (eV) = 0.000

```
91
C36H47N5P2Pd, DFT ωB97M-V/def2-TZVPD
Pd 0.203 -0.288 3.974
P -1.497 -0.749 -4.307
P 1.580 -1.185 -4.626
N -3.173 -1.099 -4.716
N 2.390 -2.455 -5.592
N -1.793 0.967 -4.022
N 3.017 -0.184 -4.556
N 0.568 1.101 7.532
C -3.740 -2.357 -4.453
C -2.111 -0.766 7.688
C 0.048 2.796 3.321
C 0.318 -0.283 7.288
C -2.623 -0.940 4.968
C -1.641 2.927 -2.886
C -0.875 1.650 3.595
C -4.991 -2.419 -5.046
C -1.544 1.547 -2.770
C 1.788 0.956 2.911
C -5.214 -1.164 -5.712
C 3.472 0.416 -3.370
C 1.676 -1.607 4.491
C 1.246 1.951 6.612
C -1.338 -0.672 5.410
C 4.549 1.237 -3.672
C -0.805 -0.610 -6.015
C 3.172 -3.727 -7.306
C -1.228 0.694 2.633
C 4.774 1.148 -5.088
C 0.526 -0.211 0.979
C 2.985 -4.572 -6.164
C -1.959 3.219 -4.252
C 1.491 -0.163 2.126
C -2.040 2.004 -4.923
C -4.085 -0.380 -5.500
C -3.421 -0.930 7.251
C 2.518 -3.772 -5.128
C -0.736 0.647 1.205
C -1.063 -0.589 6.764
C 3.818 0.282 -5.603
C 2.799 -2.443 -6.927
C -3.688 -0.969 5.884
C 0.707 -0.303 -6.012
C 1.354 2.364 2.616
C 0.194 1.666 8.784
H 0.865 2.509 8.991
H 0.276 0.904 9.570
H -0.990 -1.590 -6.485
H -2.179 0.183 2.796
H -1.343 0.142 -6.609
H 3.168 -5.636 -6.122
H 3.531 -4.016 -8.285
H 2.967 0.198 -2.440
H 0.552 2.426 5.895
H 2.255 -4.006 -4.106
H -4.232 -1.014 7.977
H 2.781 -1.540 -7.514
H -1.500 3.647 -2.091
H -1.314 0.912 -1.924
H 0.878 0.775 -5.865
H -1.546 0.196 0.613
H 1.562 -2.032 5.496
H -2.249 1.808 -5.963
H 1.005 0.057 0.024
H -3.182 -3.075 -3.871
H 2.635 -1.084 4.384
H 1.714 2.760 7.196
H 0.218 -1.263 0.862
H 2.015 1.413 6.033
H 2.178 -1.010 2.191
H -2.811 -1.124 3.913
H -0.456 3.570 2.717
H -6.092 -0.874 -6.271
H -1.524 1.755 4.469
H -0.594 1.660 0.804
H 3.639 -0.019 -6.621
H -0.843 2.041 8.771
H 1.137 -0.575 -6.989
H 5.115 1.838 -2.974
H 1.083 -0.616 6.571
H 0.446 -0.782 8.269
H 5.540 1.655 -5.659
H -3.865 0.617 -5.837
H -1.877 -0.750 8.757
H -2.110 4.196 -4.691
H 1.592 -2.412 3.744
H 1.250 2.528 1.534
H -4.710 -1.052 5.522
H 0.296 3.302 4.264
H -5.675 -3.256 -5.015
H 2.156 3.038 2.957
H 2.614 0.860 3.625
```